Record 1
Entry from the OMol25 dataset: a cluster of 14 separate species, C44H124N8O20 in total (ωB97M-V with the def2-TZVPD basis set).

Geometry as XYZ:
```
196
Properties=species:S:1:pos:R:3
C -4.033 4.882 -1.239
C -3.510 3.667 -0.471
C -2.104 3.228 -0.862
O -1.816 3.072 -2.251
C -2.590 2.103 -2.905
N -3.504 3.960 0.971
H -5.014 5.265 -0.973
H -4.047 4.568 -2.290
H -3.290 5.679 -1.166
H -4.173 2.827 -0.727
H -1.821 2.282 -0.395
H -1.380 3.998 -0.583
H -2.501 1.122 -2.420
H -2.362 1.981 -3.960
H -3.654 2.361 -2.838
H -2.827 3.323 1.405
H -4.419 3.713 1.331
C -7.867 -4.513 2.666
C -6.500 -4.225 2.043
C -5.662 -3.261 2.881
O -4.352 -3.170 2.346
C -3.411 -2.509 3.160
N -5.811 -5.483 1.781
H -7.749 -4.994 3.642
H -8.473 -5.089 1.975
H -8.396 -3.599 2.956
H -6.760 -3.739 1.096
H -5.597 -3.722 3.875
H -6.148 -2.280 2.914
H -3.224 -2.976 4.129
H -3.702 -1.461 3.300
H -2.458 -2.466 2.629
H -4.907 -5.183 1.398
H -5.399 -5.928 2.604
C 1.012 1.402 -3.570
C 0.967 2.457 -4.685
C 0.270 1.868 -5.910
O 0.601 0.532 -6.161
C -0.200 -0.109 -7.115
N 0.246 3.618 -4.093
H 0.014 1.018 -3.342
H 1.472 1.867 -2.700
H 1.528 0.483 -3.869
H 1.956 2.840 -4.936
H 0.554 2.483 -6.780
H -0.812 2.058 -5.845
H 0.382 -0.783 -7.740
H -0.618 0.657 -7.786
H -1.086 -0.633 -6.748
H -0.548 3.390 -3.483
H 0.921 3.982 -3.425
C 4.597 0.852 -2.644
C 6.090 0.826 -2.953
C 6.975 1.585 -1.974
O 6.579 2.957 -1.816
C 7.238 3.821 -2.741
N 6.560 -0.545 -3.078
H 4.348 0.724 -1.585
H 3.919 0.284 -3.273
H 4.316 1.910 -2.805
H 6.220 1.280 -3.944
H 7.998 1.567 -2.349
H 6.910 1.120 -0.990
H 6.821 3.635 -3.735
H 8.313 3.644 -2.806
H 7.026 4.831 -2.401
H 6.087 -1.086 -3.782
H 6.580 -1.062 -2.205
C 2.302 4.883 -0.091
C 3.264 4.012 -0.909
C 3.631 4.775 -2.187
O 2.480 5.019 -2.921
C 2.564 6.081 -3.859
N 4.384 3.547 -0.053
H 2.670 5.898 0.085
H 2.078 4.473 0.897
H 1.353 4.976 -0.620
H 2.707 3.085 -1.082
H 4.397 4.219 -2.745
H 4.085 5.720 -1.849
H 2.790 6.987 -3.286
H 1.602 6.263 -4.326
H 3.358 5.892 -4.583
H 5.022 3.012 -0.662
H 4.954 4.403 -0.008
C -0.335 -1.964 -2.958
C -1.798 -2.024 -2.511
C -2.767 -2.657 -3.522
O -2.864 -2.056 -4.796
C -3.030 -0.650 -4.745
N -1.845 -2.814 -1.260
H 0.274 -1.322 -2.314
H -0.243 -1.457 -3.926
H 0.201 -2.909 -3.039
H -2.169 -1.010 -2.308
H -3.715 -2.898 -3.029
H -2.311 -3.626 -3.750
H -3.338 -0.319 -5.736
H -2.094 -0.144 -4.502
H -3.827 -0.402 -4.039
H -1.605 -2.117 -0.551
H -2.830 -3.003 -1.042
C -3.926 0.162 0.409
C -5.071 -0.738 -0.075
C -5.694 -0.234 -1.369
O -5.980 1.150 -1.260
C -6.632 1.615 -2.401
N -4.569 -2.129 -0.223
H -3.459 0.612 -0.471
H -3.112 -0.368 0.903
H -4.340 0.916 1.078
H -5.831 -0.804 0.714
H -6.635 -0.773 -1.544
H -5.026 -0.387 -2.225
H -7.645 1.224 -2.575
H -6.145 1.330 -3.348
H -6.668 2.703 -2.390
H -5.175 -2.636 -0.864
H -4.644 -2.504 0.737
C 1.332 -1.004 3.859
C 1.308 -2.175 4.858
C 0.976 -1.769 6.276
O 1.872 -0.759 6.698
C 1.716 -0.419 8.075
N 0.352 -3.230 4.449
H 2.124 -0.360 4.240
H 0.411 -0.420 3.784
H 1.553 -1.391 2.864
H 2.322 -2.580 4.734
H 1.025 -2.641 6.936
H 0.005 -1.266 6.165
H 0.688 -0.140 8.299
H 2.459 0.361 8.231
H 2.094 -1.260 8.664
H 0.504 -3.412 3.461
H 0.676 -4.067 4.928
C 0.945 0.797 0.665
C -0.416 0.189 0.397
O -0.444 -1.160 0.867
O 1.971 0.184 -0.090
H 1.227 0.678 1.716
H 0.922 1.881 0.486
H -0.617 0.197 -0.685
H -1.213 0.761 0.869
H 0.408 -1.550 0.609
H 2.789 0.266 0.414
C 2.039 -3.655 0.139
C 2.465 -4.967 -0.511
O 3.820 -5.230 -0.203
O 1.902 -3.780 1.569
H 1.053 -3.392 -0.245
H 2.797 -2.905 -0.078
H 2.318 -4.961 -1.592
H 1.850 -5.808 -0.176
H 4.145 -4.870 0.626
H 1.291 -4.516 1.743
C -2.024 1.706 3.818
C -3.384 2.213 4.257
O -3.717 1.763 5.557
O -1.648 2.266 2.562
H -2.044 0.609 3.789
H -1.222 2.006 4.499
H -4.143 1.874 3.540
H -3.462 3.302 4.223
H -4.281 0.990 5.483
H -0.710 2.461 2.544
C 4.463 -1.579 2.377
C 5.930 -1.251 2.566
O 6.689 -1.705 1.460
O 4.309 -2.999 2.379
H 4.084 -1.163 1.439
H 3.877 -1.239 3.236
H 6.321 -1.774 3.447
H 6.040 -0.186 2.772
H 6.574 -2.656 1.372
H 3.428 -3.201 1.980
C 4.855 2.834 3.508
C 3.964 1.621 3.198
O 3.990 1.289 1.808
O 4.246 4.021 3.039
H 5.830 2.697 3.022
H 5.075 2.889 4.574
H 2.966 2.002 3.452
H 4.232 0.722 3.752
H 4.022 2.143 1.331
H 4.189 3.969 2.072
C -1.036 -5.208 1.551
C -1.622 -5.797 0.234
O -0.903 -5.327 -0.881
O 0.117 -5.952 2.004
H -1.728 -5.281 2.408
H -0.904 -4.124 1.557
H -2.624 -5.350 0.178
H -1.705 -6.877 0.328
H -1.170 -4.372 -1.051
H -0.114 -6.882 1.952
```

As for the net charge: 0. The calculation puts the LUMO energy at 0.21 eV. The value obtained for the frontier orbital gap is 8.6372 eV. The energy relative to the best compared isomer or geometry (same formula, charge and spin) comes out at 35.9 kJ/mol.

***

Record 2
Entry from the OMol25 dataset: a cluster of 9 separate species, C32H51N5O12 in total (ωB97M-V with the def2-TZVPD basis set).

Geometry as XYZ:
```
100
Properties=species:S:1:pos:R:3
C -2.247 -7.328 29.971
C -2.396 -8.805 29.834
O -3.006 -9.019 28.585
C -2.649 -7.964 27.827
O -2.752 -7.961 26.600
O -2.328 -6.920 28.613
H -1.324 -7.008 30.456
H -3.131 -6.840 30.379
H -3.096 -9.078 30.624
H -1.460 -9.338 30.000
C -8.800 -6.258 28.845
C -9.005 -6.997 30.129
O -7.692 -7.374 30.507
C -6.793 -6.745 29.730
O -5.577 -6.805 29.848
O -7.408 -6.046 28.794
H -9.264 -5.273 28.897
H -9.010 -6.912 27.999
H -9.675 -7.821 29.885
H -9.343 -6.281 30.879
C -5.546 -7.954 33.175
C -6.462 -6.808 33.547
O -5.604 -5.618 33.525
C -4.356 -6.012 33.153
O -3.376 -5.278 33.159
O -4.368 -7.302 32.722
H -6.024 -8.630 32.466
H -5.354 -8.507 34.095
H -6.842 -7.077 34.533
H -7.330 -6.589 32.924
C 2.012 -6.929 29.832
C 2.020 -6.301 28.437
O 1.701 -7.354 27.583
C 1.261 -8.463 28.364
O 0.769 -9.505 28.000
O 1.370 -8.123 29.644
H 1.428 -6.293 30.498
H 2.950 -7.167 30.334
H 3.010 -5.892 28.233
H 1.312 -5.474 28.382
C -5.387 -7.519 24.043
C -5.942 -7.582 25.458
C -7.390 -8.107 25.383
C -7.418 -9.544 24.861
N -7.474 -10.661 24.453
H -5.787 -6.646 23.527
H -5.648 -8.416 23.483
H -4.299 -7.494 23.991
H -5.888 -6.635 25.995
H -5.302 -8.284 25.993
H -8.035 -7.525 24.724
H -7.887 -8.068 26.352
C -2.266 -10.788 24.869
C -0.743 -10.571 25.244
C -0.133 -11.788 26.001
C -0.883 -12.153 27.228
N -1.466 -12.446 28.186
H -2.875 -10.922 25.763
H -2.447 -11.641 24.215
H -2.639 -9.908 24.346
H -0.511 -9.647 25.772
H -0.174 -10.437 24.324
H 0.884 -11.530 26.294
H -0.059 -12.703 25.413
C -5.875 -11.689 27.708
C -5.832 -10.647 28.849
C -7.105 -10.596 29.684
C -8.232 -10.159 28.916
N -9.168 -9.838 28.279
H -6.021 -12.667 28.166
H -4.946 -11.644 27.139
H -6.649 -11.452 26.978
H -5.715 -9.671 28.378
H -4.984 -10.833 29.508
H -6.950 -9.825 30.438
H -7.365 -11.531 30.181
C -4.568 -3.794 29.181
C -4.277 -2.366 28.852
C -4.960 -1.334 29.799
C -4.387 -1.301 31.183
N -3.998 -1.327 32.247
H -5.566 -4.054 28.830
H -4.558 -3.972 30.256
H -3.809 -4.488 28.819
H -4.533 -2.137 27.818
H -3.210 -2.174 28.973
H -5.950 -1.778 29.902
H -5.070 -0.372 29.298
C -1.294 -4.049 31.026
C 0.193 -3.705 31.309
C 0.629 -4.039 32.759
C 0.590 -5.477 33.020
N 0.513 -6.590 33.240
H -1.956 -3.287 31.439
H -1.576 -5.032 31.404
H -1.352 -4.025 29.938
H 0.544 -2.688 31.135
H 0.852 -4.294 30.672
H -0.064 -3.565 33.454
H 1.609 -3.652 33.041
```

As for the net charge: -1. As for the expectation value of S²: 0.75. As for the spin multiplicity: 2. The calculation puts the LUMO energy (alpha / beta) at 1.95 / 1.94 eV. The value obtained for the frontier orbital gap (alpha / beta) is 1.6141 / 10.5041 eV.

***

DFT total energy for every record listed, in sequence, given in eV: -100502.5620; -66029.3768.